This record from the OMol25 dataset describes a structure of composition CH25MnO17P. The level of theory is the ωB97M-V functional and the def2-TZVPD basis.

```
45
Properties=species:S:1:pos:R:3:forces:R:3
O -1.5646 3.0115 -1.0762 0.00 0.69 -0.06
H -1.3688 2.0481 -0.7997 -0.11 -1.37 0.05
H -2.2219 3.3469 -0.4428 -0.13 0.50 0.03
H -1.9353 2.9931 -1.9735 -0.25 0.27 -0.16
O 2.0382 1.2018 2.9532 0.83 -0.22 0.79
H 1.3421 1.0663 2.2201 -1.59 0.14 -1.56
H 2.0376 0.4439 3.5606 -0.17 0.12 0.52
H 2.9282 1.2899 2.5806 0.22 0.43 0.13
O 3.1175 -1.0273 -0.0468 1.55 -0.31 0.81
H 3.5003 -0.1727 0.1990 0.16 0.28 -0.49
H 2.1250 -0.9624 -0.2954 -2.28 0.60 -1.06
H 3.2787 -1.6323 0.6932 0.22 -0.45 -0.17
O -0.3856 -3.5237 1.2946 0.47 -1.49 0.55
H -1.1991 -3.9290 1.6465 -0.58 0.07 -0.40
H 0.2811 -3.7442 1.9637 0.28 -0.04 0.03
H -0.4699 -2.5227 1.1569 -0.99 1.43 -0.20
O -0.9672 -0.6388 -2.7966 1.08 -0.32 -0.98
H -1.2445 0.2121 -3.1550 -0.35 -0.07 -0.17
H -1.6823 -1.1654 -2.3334 -1.80 -0.69 0.61
H -0.1885 -0.5418 -2.2003 0.06 0.14 -0.32
Mn -2.8193 -0.4576 0.3994 -3.96 -1.20 -1.66
C -3.9674 -1.0257 -1.7602 -0.84 1.29 -3.23
O -4.3094 -0.9985 -2.9364 0.06 -0.37 0.24
O -4.3951 -0.1925 -0.8867 -0.47 1.68 3.12
O -2.9761 -1.7288 -1.3320 3.59 -1.66 1.33
P -0.2233 -0.0293 0.2355 -1.50 0.60 -2.22
O -0.9873 -1.0953 1.0480 1.68 -1.33 1.17
O 0.3485 1.0891 1.0792 1.92 -1.00 1.43
O -1.4188 0.5881 -0.5611 2.05 1.56 0.03
O 0.7663 -0.6684 -0.7821 0.77 0.67 1.91
O -0.5909 -1.1103 3.7862 0.38 0.10 -0.14
H 0.3215 -1.3839 3.9133 -0.03 -0.21 0.32
H -0.6793 -0.9278 2.8382 -0.19 -0.01 0.07
O -0.2462 3.6076 1.5124 -0.17 -0.18 -0.13
H -0.1027 2.6585 1.3714 -0.20 0.59 0.36
H 0.2839 3.8367 2.2799 -0.15 0.30 0.10
O 0.5264 -3.0948 -1.7257 -0.02 0.10 0.23
H 0.5442 -2.2058 -1.3326 0.06 -0.71 -0.24
H 1.0539 -3.6464 -1.1429 0.04 -0.30 -0.21
O 1.6333 2.7072 -0.7205 0.05 -0.27 -0.08
H 1.0531 2.1907 -0.1376 0.35 0.41 -0.09
H 2.5086 2.6449 -0.3295 0.13 0.40 -0.03
O 2.0103 1.2033 -3.0364 -0.29 -0.08 -0.04
H 2.3314 0.4171 -2.5909 0.09 -0.11 -0.16
H 1.9132 1.8686 -2.3375 0.00 0.02 -0.05
```
Positions in Å, forces in eV/Å.

Properties
**Gap between HOMO and LUMO (alpha / beta)**: 3.79 / 4.03 eV
**Energy relative to the best compared isomer or geometry (same formula, charge and spin)**: 0.00 kJ/mol
**LUMO energy (alpha / beta)**: -8.821 / -8.823 eV
**Spin multiplicity**: 6
**Net charge**: +2

---

This record from the OMol25 dataset describes a structure of composition CH26InO16. The level of theory is the ωB97M-V functional and the def2-TZVPD basis.

```
44
Properties=species:S:1:pos:R:3:forces:R:3
In 0.1411 2.0471 1.0445 -0.03 2.14 2.15
C 0.2365 0.0601 -0.2909 -4.36 -3.15 -0.88
O 0.2260 0.0864 0.9946 1.35 -3.19 1.09
O 0.1591 1.2581 -0.7374 1.33 0.39 -3.75
O -0.1893 -0.9540 -0.9383 2.42 2.30 0.64
O 1.4741 3.3876 0.0321 1.36 1.05 -0.51
H 1.8360 4.2245 0.3960 -0.01 -0.58 -0.60
H 1.9836 3.1000 -0.7841 -0.89 0.51 1.26
O -1.9860 -3.0313 -2.0085 -0.57 0.57 -1.36
H -2.1561 -3.8390 -1.5533 -0.08 -0.86 0.56
H -1.4113 -2.5356 -1.4488 0.46 0.05 0.42
O 0.6206 -3.2789 -0.1630 -1.10 -1.35 0.74
H 0.3499 -2.4065 -0.4500 1.11 -0.07 -0.14
H 1.5528 -3.3785 -0.0004 0.31 0.46 -0.31
O -2.0712 -1.9064 0.7716 -0.25 0.08 1.02
H -1.3042 -1.6027 0.2862 0.33 -0.16 -0.42
H -2.6734 -1.1604 0.7222 -0.50 -0.03 -0.41
O 1.8238 1.6610 2.4218 0.44 0.53 0.88
H 1.5719 1.2273 3.2601 0.23 -0.19 -0.34
H 2.7913 1.7889 2.4404 -0.54 0.01 -0.04
O -1.4520 -1.1631 3.2734 0.21 1.16 -0.76
H -1.4541 -1.9756 3.7718 0.01 -0.27 0.35
H -1.4474 -1.4289 2.3210 -0.33 -0.59 0.29
O 0.8003 2.1175 -3.0833 0.55 0.73 -0.54
H 1.6670 2.5395 -3.0235 -0.14 -0.14 -0.28
H 0.5481 1.8278 -2.1994 -0.15 -0.22 0.07
O -1.5583 3.0826 0.1729 -0.92 0.53 1.41
H -2.2668 3.3179 0.7931 -0.07 -0.18 -0.13
H -1.7013 3.7111 -0.5322 0.39 0.22 -1.02
O -2.4632 0.1475 -1.6659 -1.22 1.11 0.27
H -1.6034 -0.1984 -1.4683 0.45 -0.55 -0.44
H -2.7951 -0.3415 -2.4205 0.01 -0.29 -0.10
O 0.6150 -0.7133 -3.6446 0.37 -0.03 0.60
H 0.2651 -0.8148 -2.7462 -0.23 -0.36 -0.40
H 0.9491 0.1894 -3.6124 -0.09 0.28 -0.48
O 1.8416 -1.5517 2.4423 0.71 -0.14 0.96
H 1.1359 -1.2002 1.9052 -0.25 0.09 -0.46
H 2.6788 -1.2817 2.0549 -0.12 -0.14 -0.15
O 2.8156 -1.9209 -1.5226 0.03 0.24 -0.13
H 3.0911 -1.4858 -0.7072 -0.16 0.18 -0.38
H 2.2550 -1.3291 -2.0636 0.36 -0.37 0.30
O -1.2771 1.4313 2.5305 -2.69 2.62 0.28
H -1.3949 0.5253 2.8377 0.55 -2.07 0.67
H -2.2242 1.7673 2.5920 1.70 -0.32 0.05
```
Positions in Å, forces in eV/Å.

Properties
**Gap between HOMO and LUMO**: 6.45 eV
**Energy relative to the best compared isomer or geometry (same formula, charge and spin)**: 0.00 kJ/mol
**LUMO energy**: -5.801 eV
**Net charge**: +1

---

| no. | maximum force (eV/A) |
| --- | --- |
| 1 | 4.5 |
| 2 | 5.4 |